1) Entry from the OMol25 dataset: a 15-piece molecular cluster, C5H39NO14 overall (ωB97M-V with the def2-TZVPD basis set).

Computed properties:
molecular weight: 337.4 Da
net charge: 0
HOMO energy: -8.05 eV
HOMO-LUMO gap: 7.96 eV
lowest unoccupied orbital energy: -0.0893 eV

Each atom is followed by the atoms it is bonded to, with distances in Å.
Cartesian coordinates (Å):
1 C 0.833 2.018 -3.705  C2 1.514, H7 1.049, H8 1.114, H9 1.073
2 C 0.038 1.664 -2.467  C1 1.514, C3 1.456, H10 1.081, H11 1.117
3 C 0.638 0.586 -1.693  C2 1.456, C4 1.363, H12 1.097
4 C 0.037 0.032 -0.602  C3 1.363, N5 1.418, H13 1.094
5 N 0.435 -1.171 0.036  C4 1.418, C6 1.499, H14 1.089
6 C 0.830 -1.018 1.474  N5 1.499, H15 1.082, H16 1.110, H17 1.203
7 H 1.761 2.143 -3.232  C1 1.049
8 H 0.753 1.194 -4.451  C1 1.114
9 H 0.439 2.848 -4.258  C1 1.073
10 H -1.036 1.619 -2.583  C2 1.081
11 H 0.054 2.617 -1.885  C2 1.117
12 H 1.484 0.112 -2.208  C3 1.097
13 H -0.908 0.530 -0.365  C4 1.094
14 H 1.178 -1.772 -0.486  N5 1.089
15 H 0.012 -0.667 2.089  C6 1.082
16 H 1.582 -0.260 1.777  C6 1.110
17 H 1.131 -2.144 1.774  C6 1.203
18 H -3.108 1.298 -2.117  O20 0.975
19 H -2.995 2.072 -3.425  O20 1.037
20 O -3.145 2.227 -2.411  H18 0.975, H19 1.037
21 H -3.878 -2.637 1.522  O23 0.964
22 H -4.157 -1.057 1.416  O23 0.993
23 O -4.434 -1.963 1.117  H21 0.964, H22 0.993
24 H 1.878 -3.064 -2.093  O26 0.903
25 H 1.024 -4.156 -2.737  O26 1.016
26 O 1.123 -3.535 -1.940  H24 0.903, H25 1.016
27 H 4.279 1.539 1.069  O29 1.016
28 H 3.349 2.414 2.034  O29 0.993
29 O 4.243 2.403 1.602  H27 1.016, H28 0.993
30 H 1.604 1.626 3.559  O32 1.011
31 H 1.723 0.660 4.753  O32 1.019
32 O 2.121 1.538 4.423  H30 1.011, H31 1.019
33 H 2.600 -2.726 0.912  O35 0.898
34 H 3.868 -3.500 1.053  O35 0.887
35 O 3.470 -2.712 1.135  H33 0.898, H34 0.887
36 H -0.569 1.266 5.227  O38 1.038
37 H -0.330 2.222 4.079  O38 1.000
38 O -0.525 1.248 4.190  H36 1.038, H37 1.000
39 H 3.495 -0.154 -1.140  O41 0.950
40 H 3.772 -1.725 -0.442  O41 1.054
41 O 3.606 -0.687 -0.360  H39 0.950, H40 1.054
42 H -2.909 -1.132 -3.410  O44 0.959
43 H -3.677 -1.648 -2.198  O44 0.975
44 O -3.641 -0.908 -2.832  H42 0.959, H43 0.975
45 H -2.734 -2.368 -0.214  O47 0.955
46 H -1.306 -2.307 0.432  O47 0.857
47 O -2.150 -2.412 0.540  H45 0.955, H46 0.857
48 H -2.774 -0.161 0.702  O50 0.970
49 H -1.865 -0.125 2.040  O50 0.975
50 O -2.552 0.323 1.513  H48 0.970, H49 0.975
51 H 2.973 3.668 1.091  O53 1.027
52 H 2.143 4.463 -0.029  O53 1.011
53 O 2.025 3.980 0.851  H51 1.027, H52 1.011
54 H -0.398 1.829 1.180  O56 0.967
55 H 1.095 2.686 1.262  O56 0.970
56 O 0.520 1.933 1.469  H54 0.967, H55 0.970
57 H -4.033 -3.573 -0.685  O59 0.940
58 H -4.939 -2.318 -1.059  O59 1.060
59 O -4.055 -2.855 -1.292  H57 0.940, H58 1.060

2) Entry from the OMol25 dataset: a 15-piece molecular cluster, C5H39NO14 overall (ωB97M-V with the def2-TZVPD basis set).

Computed properties:
molecular weight: 337.4 Da
net charge: 0
HOMO energy: -9.20 eV
HOMO-LUMO gap: 9.25 eV
lowest unoccupied orbital energy: 0.0535 eV

Each atom is followed by the atoms it is bonded to, with distances in Å.
Cartesian coordinates (Å):
1 C 1.870 1.570 -0.561  C2 1.523, N6 1.497, H7 1.090, H8 1.095
2 C 2.963 1.889 0.451  C1 1.523, C3 1.536, H9 1.088, H10 1.094
3 C 3.501 0.646 1.175  C2 1.536, C4 1.327, H11 1.091
4 C 3.254 -0.621 0.867  C3 1.327, C5 1.512, H12 1.090
5 C 3.955 -1.848 1.406  C4 1.512, H13 1.090, H14 1.090, H15 1.089
6 N 2.400 1.051 -1.861  C1 1.497, H16 1.011, H17 1.012
7 H 1.219 2.404 -0.820  C1 1.090
8 H 1.110 0.857 -0.225  C1 1.095
9 H 2.681 2.640 1.186  C2 1.088
10 H 3.807 2.262 -0.137  C2 1.094
11 H 4.254 0.980 1.890  C3 1.091
12 H 2.369 -0.765 0.247  C4 1.090
13 H 4.014 -2.605 0.624  C5 1.090
14 H 3.414 -2.186 2.290  C5 1.090
15 H 4.980 -1.658 1.720  C5 1.089
16 H 3.379 1.252 -2.013  N6 1.011
17 H 2.275 0.047 -1.908  N6 1.012
18 H -2.395 1.574 4.677  O20 0.960
19 H -1.115 0.739 5.016  O20 0.964
20 O -1.588 1.200 4.316  H18 0.960, H19 0.964
21 H -0.264 2.923 1.074  O23 0.984
22 H -0.729 4.240 0.735  O23 0.970
23 O -0.344 3.482 0.268  H21 0.984, H22 0.970
24 H -1.735 2.082 -0.293  O26 0.969
25 H -2.672 0.980 -0.629  O26 0.960
26 O -2.647 1.939 -0.587  H24 0.969, H25 0.960
27 H 0.034 -4.648 -0.180  O29 0.958
28 H 0.693 -3.726 -1.297  O29 0.958
29 O 0.235 -3.753 -0.456  H27 0.958, H28 0.958
30 H -2.661 -1.120 1.588  O32 0.960
31 H -2.930 -2.517 0.899  O32 0.961
32 O -2.655 -2.073 1.706  H30 0.960, H31 0.961
33 H -0.607 1.585 2.901  O35 0.976
34 H 0.442 0.726 2.044  O35 0.969
35 O 0.192 1.614 2.341  H33 0.976, H34 0.969
36 H -2.477 0.878 -3.075  O38 0.965
37 H -1.070 0.509 -2.876  O38 0.994
38 O -1.963 0.310 -2.488  H36 0.965, H37 0.994
39 H 0.523 0.077 4.470  O41 0.965
40 H 1.787 -0.088 5.272  O41 0.961
41 O 0.832 -0.156 5.354  H39 0.965, H40 0.961
42 H -0.014 -1.307 0.268  O44 0.962
43 H -0.643 -1.655 1.618  O44 0.968
44 O 0.045 -1.111 1.208  H42 0.962, H43 0.968
45 H 1.131 1.346 -3.255  O47 1.000
46 H 0.140 1.624 -4.308  O47 0.969
47 O 0.309 0.934 -3.648  H45 1.000, H46 0.969
48 H 2.260 -1.691 -4.161  O50 0.961
49 H 1.140 -0.902 -3.538  O50 0.969
50 O 1.489 -1.804 -3.598  H48 0.961, H49 0.969
51 H -2.584 -3.857 -1.384  O53 0.964
52 H -3.963 -3.763 -0.707  O53 0.960
53 O -3.169 -4.300 -0.759  H51 0.964, H52 0.960
54 H -1.810 -2.501 -4.466  O56 0.964
55 H -1.063 -2.299 -3.272  O56 0.969
56 O -1.781 -2.873 -3.578  H54 0.964, H55 0.969
57 H -2.799 4.879 -0.951  O59 0.963
58 H -3.402 3.587 -0.464  O59 0.978
59 O -3.649 4.430 -0.894  H57 0.963, H58 0.978

Quick ranking, most stable first: 2), 1).

1) Entry from the OMol25 dataset: a 2-piece molecular cluster, C2H7NOSi overall (ωB97M-V with the def2-TZVPD basis set).

Computed properties:
molecular weight: 89.2 Da
net charge: 0
HOMO energy: -9.66 eV
HOMO-LUMO gap: 9.57 eV
lowest unoccupied orbital energy: -0.0839 eV

Each atom is followed by the atoms it is bonded to, with distances in Å.
Cartesian coordinates (Å):
1 N -1.993 -2.759 1.334  Si2 1.602, H3 1.066
2 Si -1.041 -1.790 0.484  N1 1.602, H4 1.524, H5 1.524
3 H -1.866 -3.478 2.111  N1 1.066
4 H -2.153 -1.099 -0.295  Si2 1.524
5 H 0.399 -1.515 0.069  Si2 1.524
6 C 0.774 1.814 -1.125  C7 1.545, H9 1.075, H10 1.195, H11 1.138
7 C 1.277 1.312 0.247  C6 1.545, O8 1.209, H12 1.152
8 O 1.049 1.800 1.329  C7 1.209
9 H 1.014 2.854 -1.250  C6 1.075
10 H -0.379 1.503 -1.077  C6 1.195
11 H 1.192 1.093 -1.901  C6 1.138
12 H 1.728 0.266 0.074  C7 1.152

2) Entry from the OMol25 dataset: one molecule with the formula C2H7NOSi (ωB97M-V with the def2-TZVPD basis set).

Computed properties:
molecular weight: 89.2 Da
net charge: 0
HOMO energy: -9.22 eV
HOMO-LUMO gap: 9.56 eV
lowest unoccupied orbital energy: 0.3403 eV

Each atom is followed by the atoms it is bonded to, with distances in Å.
Cartesian coordinates (Å):
1 C 0.164 1.144 -1.256  C2 1.514, H6 1.063, H7 1.084, H8 1.072
2 C 1.228 0.459 -0.426  C1 1.514, N3 1.227, H9 1.082
3 N 0.886 -0.480 0.286  C2 1.227, Si4 1.654
4 Si -0.358 -1.481 0.716  N3 1.654, O5 2.129, H10 1.405, H11 1.417
5 O -1.645 -0.288 1.922  Si4 2.129, H12 1.013
6 H -0.141 2.006 -0.714  C1 1.063
7 H 0.361 1.426 -2.285  C1 1.084
8 H -0.708 0.521 -1.313  C1 1.072
9 H 2.218 0.830 -0.658  C2 1.082
10 H -1.017 -1.703 -0.505  Si4 1.405
11 H 0.034 -2.516 1.600  Si4 1.417
12 H -1.022 0.081 2.631  O5 1.013

Quick ranking, most stable first: 2), 1).

1) Entry from the OMol25 dataset: a 2-piece molecular cluster, C4H13NS overall (ωB97M-V with the def2-TZVPD basis set).

Computed properties:
molecular weight: 107.2 Da
net charge: +1
<S²>: 0.755
2S+1: 2
HOMO energy (alpha / beta): -12.94 / -11.98 eV
HOMO-LUMO gap (alpha / beta): 8.87 / 2.80 eV
lowest unoccupied orbital energy (alpha / beta): -4.0686 / -9.1735 eV

Each atom is followed by the atoms it is bonded to, with distances in Å.
Cartesian coordinates (Å):
1 C 2.654 -0.015 -1.282  C2 1.534, H4 1.042, H5 1.132, H6 1.070
2 C 1.451 -0.812 -0.762  C1 1.534, S3 1.966, H7 1.161, H8 1.165
3 S 0.564 -1.394 -2.417  C2 1.966, H17 1.374
4 H 3.192 -0.543 -2.001  C1 1.042
5 H 2.142 0.812 -1.863  C1 1.132
6 H 3.245 0.315 -0.454  C1 1.070
7 H 1.684 -1.800 -0.197  C2 1.161
8 H 0.615 -0.239 -0.189  C2 1.165
9 C -1.896 0.757 -0.005  C10 1.549, H12 1.094, H13 1.065, H14 1.042
10 C -1.568 0.033 1.325  C9 1.549, N11 1.465, H15 1.088, H16 1.129
11 N -1.046 0.805 2.454  C10 1.465, H18 1.027, H19 0.985
12 H -0.985 1.034 -0.544  C9 1.094
13 H -2.428 1.672 0.112  C9 1.065
14 H -2.314 0.045 -0.641  C9 1.042
15 H -0.749 -0.661 1.151  C10 1.088
16 H -2.369 -0.586 1.825  C10 1.129
17 H -0.450 -2.032 -1.745  S3 1.374
18 H -0.069 1.056 2.646  N11 1.027
19 H -1.673 1.553 2.585  N11 0.985

2) Entry from the OMol25 dataset: a 2-piece molecular cluster, C4H13NS overall (ωB97M-V with the def2-TZVPD basis set).

Computed properties:
molecular weight: 107.2 Da
net charge: +1
<S²>: 0.753
2S+1: 2
HOMO energy (alpha / beta): -9.97 / -9.97 eV
HOMO-LUMO gap (alpha / beta): 6.01 / 1.19 eV
lowest unoccupied orbital energy (alpha / beta): -3.9557 / -8.7809 eV

Each atom is followed by the atoms it is bonded to, with distances in Å.
Cartesian coordinates (Å):
1 C 1.158 0.559 2.759  S2 1.760, H4 1.177, H5 1.245, H6 1.075
2 S 0.858 0.968 4.445  C1 1.760, C3 1.822
3 C -0.477 2.177 4.169  S2 1.822, H7 1.134, H8 1.049, H9 1.129
4 H 1.657 -0.506 2.720  C1 1.177
5 H 0.153 0.221 2.107  C1 1.245
6 H 1.731 1.162 2.078  C1 1.075
7 H -0.391 2.879 3.282  C3 1.134
8 H -0.574 2.728 5.057  C3 1.049
9 H -1.274 1.471 3.793  C3 1.129
10 C -1.784 -1.970 -5.712  N11 1.492, H13 1.127, H14 0.991, H15 1.121
11 N -0.456 -2.038 -5.036  C10 1.492, C12 1.523, H16 1.025
12 C 0.087 -0.725 -4.487  N11 1.523, H17 1.194, H18 1.088, H19 1.122
13 H -1.879 -2.647 -6.608  C10 1.127
14 H -1.554 -1.110 -6.146  C10 0.991
15 H -2.701 -1.728 -5.115  C10 1.121
16 H -0.189 -2.882 -4.520  N11 1.025
17 H 1.156 -0.916 -3.991  C12 1.194
18 H 0.016 0.121 -5.168  C12 1.088
19 H -0.597 -0.262 -3.728  C12 1.122

Quick ranking, most stable first: 1), 2).